{
  "formula": "C2H4N2S3",
  "method": "the ωB97M-V functional and the def2-TZVPD basis",
  "charge": 0,
  "smiles": "SC1(S)N=NCS1",
  "largest_force_ev_per_a": 3.8,
  "gap_ev": 9.26,
  "relative_energy_kj_mol": 212.0,
  "e_lumo_ev": 0.03,
  "homo_ev": -9.221,
  "elements": ["S", "N", "H", "S", "C", "N", "C", "H", "H", "H", "S"],
  "coordinates": [[1.387, 1.969, 0.642], [-1.267, -0.195, -0.933], [-1.222, 1.208, 2.211], [-0.484, 0.116, 2.330], [-0.267, -1.209, -1.141], [-0.916, 0.667, -0.087], [0.364, 0.469, 0.539], [0.184, -1.191, -2.133], [2.018, 1.334, -0.388], [-0.948, -2.147, -1.013], [1.151, -1.020, -0.027]],
  "forces_ev_per_angstrom": [[0.00, -1.49, -1.00], [1.41, 2.49, 1.41], [-0.32, 0.38, 0.13], [1.34, -0.06, -0.97], [-1.20, -2.74, -0.32], [-1.18, -0.78, -2.54], [-1.36, 0.03, 3.52], [-0.73, -0.01, -0.29], [0.40, 1.12, 0.24], [1.86, 1.01, -0.14], [-0.23, 0.03, -0.05]],
  "mulliken_charge": [-0.116, -0.314, 0.170, -0.183, -0.214, -0.094, 0.099, 0.302, 0.177, 0.281, -0.108]
}